The following is a DFT calculation (wB97M-V/def2-TZVPD) of an isolated molecule of C7H7Cl2NO3 at a distorted geometry.

```
20
Properties=species:S:1:pos:R:3:forces:R:3:mulliken_spin:R:1
C -0.21791 -0.77475 1.30077 -0.393 0.515 3.992 -0.0345
C -1.61185 -0.16000 1.46777 2.407 0.113 0.107 0.4433
C 0.82860 -0.05989 0.46858 -0.173 -0.889 0.057 0.0541
C -2.14392 0.06305 0.27634 0.555 -3.169 -5.318 -0.0277
C -1.50599 -0.66713 -0.82785 -4.408 5.331 -1.463 0.5378
C 0.80159 1.11334 -0.16278 0.854 0.649 0.267 0.0242
C 1.97900 1.67775 -0.88502 2.474 2.146 -0.118 -0.0008
N -0.74519 -1.70220 -0.61347 2.493 -5.613 2.290 0.3692
O -0.11418 -2.38850 -1.43492 0.249 0.123 -0.899 0.5831
O -0.51557 -2.04522 0.73939 0.869 -0.250 -1.523 -0.0053
O 1.91165 -0.89912 0.31448 -1.262 -1.781 -0.211 0.0151
Cl -3.53202 0.90852 -0.18808 -0.680 0.750 0.294 0.0064
Cl -0.50295 2.22992 -0.10860 0.006 0.776 0.174 0.0094
H 0.28791 -1.05875 2.30852 -0.959 0.749 -1.509 -0.0122
H -1.95491 0.40425 2.25058 -0.483 0.862 2.297 0.0241
H -1.54000 -0.48768 -1.93629 -0.580 0.277 1.445 0.0131
H 2.10518 2.85599 -0.79716 -0.946 -2.378 -0.145 0.0014
H 2.01302 1.45238 -1.96670 -0.236 -0.010 0.474 0.0020
H 2.98214 1.37651 -0.46185 -1.246 -0.337 -0.358 0.0012
H 1.47538 -1.83849 0.25628 1.460 2.136 0.146 -0.0040
```
Positions in Å, forces in eV/Å.

Computed properties:
Max |F|   7.1 eV/A
2S+1   3
Expectation value of S²   2.025
E_LUMO (spin up / spin down)   0.725 / -2.412 eV
HOMO energy (spin up / spin down)   -6.68 / -9.18 eV